Entry 1:
The molecule C2H3N3S2 at a distorted geometry. Source: OMol25; level of theory: ωB97M-V with the def2-TZVPD basis set.

Structure (XYZ):
```
10
Properties=species:S:1:pos:R:3:forces:R:3
C -1.5579 0.4001 -0.2727 -1.1 0.2 -1.5
C -0.7064 0.4086 0.7667 0.3 0.0 1.7
N -2.4689 0.6948 -0.9917 0.6 0.2 0.3
N 0.6284 0.1472 0.7453 0.1 0.0 0.0
N 1.3781 -0.1226 -0.3561 0.2 -0.2 -0.3
S -1.4978 0.7175 2.2531 0.3 -0.1 -0.3
S 0.7495 -0.3071 -1.8636 -0.1 0.1 0.2
H -3.1353 0.1463 -1.5002 -0.1 -0.3 -0.1
H 1.0975 0.2492 1.6387 0.0 0.0 -0.3
H 2.2847 -0.5280 -0.1489 -0.2 0.1 0.2
```
Forces are in eV/Å.

Maximum force, eV/A: 1.9
HOMO energy (spin up / spin down), eV: -7.682 / -7.715
ΔE to the lowest compared entry with this formula, charge and spin, kcal per mole: 79.0
HOMO-LUMO gap (spin up / spin down), hartree: 0.245 / 0.236
Electronic energy, Ha: -1038.5117

These are the Löwdin partial charges, in e, on atoms 1 to 6: number 1, C, carries -0.2889; number 2, C, carries -0.8377; number 3, N, carries 0.2096; number 4, N, carries -0.0812; number 5, N, carries -0.5246; number 6, S, carries 0.5912



Entry 2:
A cluster of 2 separate species, C2H3N4O in total at a distorted geometry. Source: OMol25; level of theory: ωB97M-V with the def2-TZVPD basis set.

Structure (XYZ):
```
10
Properties=species:S:1:pos:R:3:forces:R:3
C 2.3004 -0.0919 0.2260 -2.0 0.7 0.0
C -0.2126 0.2858 0.2781 2.5 -2.5 1.8
N 4.2247 -0.7445 -0.1627 1.0 0.9 0.1
N 3.0062 -1.2084 0.0349 -1.6 0.4 -0.1
N 3.0181 1.0455 0.2113 -1.1 -1.2 -0.3
N 4.2308 0.5821 -0.0604 1.1 -0.4 0.0
O -1.0451 -0.8287 0.3237 1.0 -0.1 -2.8
H -0.0211 0.7250 1.1999 0.1 0.2 1.9
H -0.4850 1.0363 -0.3459 -0.5 1.8 -2.8
H -0.9654 -1.1326 -0.6425 -0.6 0.1 2.2
```
Forces are in eV/Å.

Maximum force, eV/A: 3.9
HOMO energy (spin up / spin down), eV: -4.535 / -4.402
ΔE to the lowest compared entry with this formula, charge and spin, kcal per mole: 100.1
HOMO-LUMO gap (spin up / spin down), hartree: 0.296 / 0.291
Electronic energy, Ha: -372.1333
Charge: -1

These are the Löwdin partial charges, in e, on atoms 1 to 6: number 1, C, carries -0.2921; number 2, C, carries -0.1072; number 3, N, carries -0.1921; number 4, N, carries -0.1221; number 5, N, carries -0.1165; number 6, N, carries -0.1986



Entry 3:
A cluster of 2 separate species, C2H3N4O in total at a distorted geometry. Source: OMol25; level of theory: ωB97M-V with the def2-TZVPD basis set.

Structure (XYZ):
```
10
Properties=species:S:1:pos:R:3:forces:R:3
C 0.5391 0.2612 -0.6778 1.7 -0.9 3.9
C -0.4125 -0.4926 1.6770 1.6 -1.5 0.6
N 1.1764 -0.3289 -1.6936 0.0 -0.3 2.6
N -0.3160 1.1867 -0.9558 -0.8 -0.6 0.5
N 0.5478 0.2497 -2.6735 0.5 -1.1 -3.5
N -0.3470 1.0722 -2.3160 -0.7 1.9 0.7
O 0.8613 -0.1793 1.2504 1.3 0.8 -4.6
H -0.7263 -1.4542 1.3134 -0.6 -0.6 -0.6
H -0.9377 0.3043 1.3219 -2.9 1.8 -0.3
H -0.3851 -0.6191 2.7539 -0.1 0.5 0.5
```
Forces are in eV/Å.

Maximum force, eV/A: 4.8
HOMO energy, eV: -5.471
ΔE to the lowest compared entry with this formula, charge and spin, kcal per mole: 76.6
HOMO-LUMO gap, hartree: 0.356
Electronic energy, Ha: -372.1707
Charge: -1

These are the Löwdin partial charges, in e, on atoms 1 to 6: number 1, C, carries -0.2770; number 2, C, carries -0.2728; number 3, N, carries -0.0265; number 4, N, carries -0.0182; number 5, N, carries -0.1975; number 6, N, carries -0.1379



Entry 4:
A cluster of 2 separate species, C2H3N4S in total at a distorted geometry. Source: OMol25; level of theory: ωB97M-V with the def2-TZVPD basis set.

Structure (XYZ):
```
10
Properties=species:S:1:pos:R:3:forces:R:3
C -1.1817 0.6172 0.0880 -0.7 -0.5 0.2
C -2.4022 0.2919 -0.1973 -0.1 0.1 -1.6
N -0.1712 1.2990 0.2637 1.4 0.5 0.3
N 0.9122 1.6614 0.3259 0.2 0.6 0.2
N 2.4250 -0.7347 0.1790 -0.9 0.1 -0.8
N 1.3276 -1.1467 0.2079 0.2 -1.8 0.6
S 3.7210 -0.0154 -0.0842 -0.2 -0.4 0.5
H -2.4246 -0.6625 -0.6578 -0.6 -1.4 0.2
H -3.2581 0.8834 -0.4821 -0.1 0.7 0.8
H 1.0520 -2.1937 0.3569 0.8 2.0 -0.2
```
Forces are in eV/Å.

Maximum force, eV/A: 2.2
HOMO energy (spin up / spin down), eV: -12.173 / -12.187
ΔE to the lowest compared entry with this formula, charge and spin, kcal per mole: 101.2
HOMO-LUMO gap (spin up / spin down), hartree: 0.185 / 0.186
Electronic energy, Ha: -694.7020
Charge: +1

These are the Löwdin partial charges, in e, on atoms 1 to 6: number 1, C, carries -0.1311; number 2, C, carries 0.0806; number 3, N, carries -0.1123; number 4, N, carries 0.1729; number 5, N, carries -0.6258; number 6, N, carries 0.1963



Entry 5:
A structure of composition C2H3N5O at a distorted geometry. Source: OMol25; level of theory: ωB97M-V with the def2-TZVPD basis set.

Structure (XYZ):
```
11
Properties=species:S:1:pos:R:3:forces:R:3
C -0.0415 1.0467 0.0789 -0.8 1.6 -3.1
C -2.0499 -0.0145 -0.1111 -4.8 -1.7 2.0
H 2.2977 -1.1957 -0.5517 -0.9 4.6 1.7
H 2.4331 0.0695 1.0186 -1.3 -0.8 -4.6
H 0.7680 1.9337 -0.0712 -2.4 -1.9 0.9
N 1.9992 -0.0241 -0.1792 2.7 -4.6 3.2
N 0.6053 -0.1509 -0.0070 -0.3 0.8 0.1
N -1.3679 1.2192 -0.1384 2.5 -1.6 1.2
N -1.3039 -1.2980 0.0255 2.5 -0.1 -1.2
N -0.0028 -1.3783 -0.0522 -3.3 2.1 0.8
O -3.3374 -0.2076 -0.0123 6.3 1.7 -1.0
```
Forces are in eV/Å.

Maximum force, eV/A: 6.6
HOMO energy, eV: -9.783
ΔE to the lowest compared entry with this formula, charge and spin, kcal per mole: 139.6
HOMO-LUMO gap, hartree: 0.325
Electronic energy, Ha: -426.8351

These are the Löwdin partial charges, in e, on atoms 1 to 6: number 1, C, carries -0.1086; number 2, C, carries -0.4312; number 3, H, carries 0.2019; number 4, H, carries 0.1965; number 5, H, carries 0.1772; number 6, N, carries -0.0177



Entry 6:
The molecule C2H3N5O at a distorted geometry. Source: OMol25; level of theory: ωB97M-V with the def2-TZVPD basis set.

Structure (XYZ):
```
11
Properties=species:S:1:pos:R:3:forces:R:3
H -1.7923 1.9112 0.5684 1.8 -3.9 -1.9
N -1.5417 0.8126 0.2118 1.1 2.9 0.4
C -0.3116 0.4059 -0.1250 -3.0 4.5 2.1
C 1.0366 1.0431 -0.2095 1.1 -4.9 1.1
N 2.0899 0.2494 -0.0598 -0.5 1.7 -0.3
N 2.0166 -1.1417 0.1827 -0.4 2.0 -0.2
N 0.8999 -1.6515 0.1342 -1.8 -0.3 -0.9
N -0.2022 -0.8964 -0.2707 0.7 -4.3 0.3
O -1.3283 -1.7109 -0.0976 -1.2 1.6 -0.5
H 1.2898 2.0553 -0.1733 -0.2 1.6 -0.3
H -2.1567 -1.0769 -0.1612 2.4 -0.9 0.3
```
Forces are in eV/Å.

SMILES: [H]/N=c1\cnnnn1O
Maximum force, eV/A: 5.8
HOMO energy, eV: -9.619
ΔE to the lowest compared entry with this formula, charge and spin, kcal per mole: 144.6
HOMO-LUMO gap, hartree: 0.321
Electronic energy, Ha: -426.8272

These are the Löwdin partial charges, in e, on atoms 1 to 6: number 1, H, carries 0.1439; number 2, N, carries 0.0530; number 3, C, carries -0.4009; number 4, C, carries -0.0100; number 5, N, carries 0.0354; number 6, N, carries -0.0035



Entry 7:
The molecule C2H3N5O2 at a distorted geometry. Source: OMol25; level of theory: ωB97M-V with the def2-TZVPD basis set.

Structure (XYZ):
```
12
Properties=species:S:1:pos:R:3:forces:R:3
H -1.9958 1.6473 -1.1613 0.0 0.4 0.6
N -1.8271 1.8490 -0.1574 0.4 -0.7 -0.7
C -0.8543 1.1369 0.2192 -0.7 0.5 0.5
N -0.3808 1.0888 1.5612 1.6 -1.4 0.0
N 0.5112 0.1625 1.6315 -1.6 1.6 0.4
N 0.6365 -0.4564 0.4550 1.0 -0.7 -0.8
C 1.8581 -1.1420 0.1044 0.7 0.0 1.8
O 2.6111 -1.5310 0.9711 -1.2 0.4 -1.8
N -0.0791 0.2141 -0.5343 -0.7 -0.6 -0.4
O -0.8595 -0.6706 -1.3102 -0.5 -0.2 0.2
H 1.9902 -1.2246 -0.9951 -0.2 0.0 0.5
H -1.6105 -1.0739 -0.7840 1.1 0.8 -0.2
```
Forces are in eV/Å.

SMILES: [H]/N=c1/nnn(C=O)n1O
Maximum force, eV/A: 2.4
HOMO energy, eV: -10.084
ΔE to the lowest compared entry with this formula, charge and spin, kcal per mole: 69.0
HOMO-LUMO gap, hartree: 0.335
Electronic energy, Ha: -502.1243

These are the Löwdin partial charges, in e, on atoms 1 to 6: number 1, H, carries 0.0715; number 2, N, carries 0.1740; number 3, C, carries -0.4535; number 4, N, carries 0.1091; number 5, N, carries 0.1046; number 6, N, carries -0.0970



Entry 8:
The molecule C2H3NO2 at a distorted geometry. Source: OMol25; level of theory: ωB97M-V with the def2-TZVPD basis set.

Structure (XYZ):
```
8
Properties=species:S:1:pos:R:3:forces:R:3
O 1.2434 -0.7686 -0.8664 -0.3 0.3 0.2
C 0.3364 -1.2258 -0.2165 0.5 -0.5 -0.5
C -0.7940 -0.4990 0.4082 -0.1 0.6 0.5
N -0.9105 0.7715 0.5929 -0.5 -1.3 0.1
O 0.0709 1.5166 0.0531 0.3 0.5 0.0
H 0.3220 -2.3238 -0.0610 -0.3 0.1 0.2
H -1.5696 -1.1148 0.8870 0.3 0.4 -0.3
H -0.1473 2.4023 0.3802 0.1 -0.1 -0.2
```
Forces are in eV/Å.

SMILES: O=C/C=N\O
Maximum force, eV/A: 1.4
HOMO energy, eV: -9.809
ΔE to the lowest compared entry with this formula, charge and spin, kcal per mole: 63.8
HOMO-LUMO gap, hartree: 0.353
Electronic energy, Ha: -283.1564

These are the Löwdin partial charges, in e, on atoms 1 to 6: number 1, O, carries 0.0618; number 2, C, carries -0.2543; number 3, C, carries -0.1142; number 4, N, carries -0.0100; number 5, O, carries -0.0153; number 6, H, carries 0.1105



Entry 9:
The molecule C2H3NO2 at a distorted geometry. Source: OMol25; level of theory: ωB97M-V with the def2-TZVPD basis set.

Structure (XYZ):
```
8
Properties=species:S:1:pos:R:3:forces:R:3
O -1.5305 -1.4219 0.0282 -0.7 1.4 0.1
C -1.3254 -0.2464 -0.0840 1.9 -1.5 -1.1
N -0.0101 0.2966 -0.2593 -1.9 4.7 3.4
C 1.2075 -0.1457 0.1001 6.5 -4.9 -2.4
O 1.8316 -1.3027 -0.1431 -4.2 6.1 1.8
H -1.9181 0.6557 -0.2281 -1.5 -0.4 0.3
H -0.1020 1.3765 0.2957 0.4 -3.8 -2.6
H 1.8469 0.7880 0.2905 -0.4 -1.5 0.4
```
Forces are in eV/Å.

SMILES: O=CNC=O
Maximum force, eV/A: 8.5
HOMO energy, eV: -10.237
ΔE to the lowest compared entry with this formula, charge and spin, kcal per mole: 53.9
HOMO-LUMO gap, hartree: 0.372
Electronic energy, Ha: -283.1721

These are the Löwdin partial charges, in e, on atoms 1 to 6: number 1, O, carries 0.1084; number 2, C, carries -0.2962; number 3, N, carries 0.0313; number 4, C, carries -0.2803; number 5, O, carries -0.0484; number 6, H, carries 0.1228



Entry 10:
The molecule C2H3NO2 at a distorted geometry. Source: OMol25; level of theory: ωB97M-V with the def2-TZVPD basis set.

Structure (XYZ):
```
8
Properties=species:S:1:pos:R:3:forces:R:3
O -0.5155 1.2068 1.0038 -0.6 -0.8 1.3
C -0.6590 0.0172 1.1709 0.8 -0.1 0.7
C -0.3518 -0.9003 0.0629 -2.1 -2.9 0.4
N 0.3905 -0.7868 -0.9355 0.4 0.3 -1.5
O 0.9875 0.4225 -1.1259 0.9 -0.2 -1.8
H -0.8945 -0.6091 2.1805 0.1 1.8 -1.7
H -0.9032 -1.9053 -0.0027 0.9 1.4 0.7
H 1.3528 0.2859 -2.0550 -0.4 0.5 1.9
```
Forces are in eV/Å.

SMILES: O=C/C=N\O
Maximum force, eV/A: 3.6
HOMO energy, eV: -9.859
ΔE to the lowest compared entry with this formula, charge and spin, kcal per mole: 75.0
HOMO-LUMO gap, hartree: 0.359
Electronic energy, Ha: -283.1385

These are the Löwdin partial charges, in e, on atoms 1 to 6: number 1, O, carries 0.0658; number 2, C, carries -0.2484; number 3, C, carries -0.1721; number 4, N, carries -0.0240; number 5, O, carries -0.0393; number 6, H, carries 0.1500